1.
The following is a quantum chemistry calculation of a structure of composition C38H26BiClIN4O in a non-equilibrium geometry, from OMol25.

Values from the calculation:
orbital gap	6.411	eV
energy above the lowest of the compared OMol25 structures with the same formula, charge and spin	4.6	kcal per mole
charge	+1
LUMO level	-0.125	hartree

Element x y z (Å)
1 Bi 0.8792 -0.8556 1.1334
2 C -1.0506 -4.3488 4.0472
3 C -1.4346 -5.3674 3.1881
4 C -1.3814 -5.1482 1.8217
5 C -0.9708 -3.8982 1.3528
6 N -0.6097 -2.9289 2.1902
7 C -0.6355 -3.1471 3.4914
8 C -0.8444 -3.6278 -0.0909
9 C -1.5096 -4.4037 -1.0438
10 C -1.2449 -4.1929 -2.3867
11 C -0.2884 -3.2613 -2.7469
12 C 0.3138 -2.4996 -1.7461
13 N -0.0116 -2.6528 -0.4624
14 C 1.3964 -1.5600 -2.0763
15 C 1.4492 -0.8989 -3.2998
16 C 2.5561 -0.1135 -3.5758
17 C 3.5773 -0.0363 -2.6406
18 C 3.4096 -0.6959 -1.4328
19 N 2.3448 -1.4248 -1.1494
20 H -1.0676 -4.4834 5.1164
21 H -1.7755 -6.3175 3.5738
22 H -1.6158 -5.9485 1.1409
23 H -0.3228 -2.3177 4.1115
24 H -2.2234 -5.1559 -0.7525
25 H -1.7543 -4.7684 -3.1439
26 H -0.0044 -3.1305 -3.7779
27 H 0.6296 -0.9665 -3.9989
28 H 2.6192 0.4244 -4.5076
29 H 4.4664 0.5408 -2.8335
30 H 4.1552 -0.6433 -0.6527
31 Cl -4.0057 2.4580 5.0951
32 C -2.5315 2.0034 4.3239
33 C -1.3434 2.5753 4.7249
34 C -0.1471 2.1774 4.1480
35 I 1.6733 3.0714 4.6870
36 C -0.0741 1.1740 3.1817
37 O 1.0631 0.7599 2.7303
38 C -1.3059 0.6352 2.7211
39 N -1.2622 -0.2881 1.7354
40 C -2.3710 -0.8030 1.2508
41 C -3.6278 -0.4569 1.7499
42 C -3.7184 0.4584 2.7680
43 C -2.5514 1.0485 3.2866
44 H -1.3359 3.3244 5.5008
45 H -2.2686 -1.5016 0.4371
46 H -4.5119 -0.9130 1.3390
47 H -4.6748 0.7448 3.1768
48 C 3.6571 4.7272 -2.5585
49 C 2.8095 3.7852 -3.1171
50 C 2.2299 2.8136 -2.3246
51 C 2.5295 2.7344 -0.9629
52 C 3.4098 3.6705 -0.4159
53 C 3.9420 4.6745 -1.2041
54 C 2.0344 1.6361 -0.1279
55 C 0.8688 0.9815 -0.2042
56 C -0.2752 1.3933 -0.9957
57 C -0.5707 2.7525 -1.1545
58 C -1.6063 3.1522 -1.9757
59 C -2.3849 2.2101 -2.6331
60 C -2.1512 0.8604 -2.4244
61 C -1.1189 0.4601 -1.5969
62 H 4.0938 5.4994 -3.1738
63 H 2.6013 3.8081 -4.1768
64 H 1.5420 2.1046 -2.7632
65 H 3.6513 3.6270 0.6374
66 H 4.5930 5.4174 -0.7689
67 H 2.7554 1.3111 0.6164
68 H 0.0320 3.4827 -0.6362
69 H -1.8090 4.2046 -2.1064
70 H -3.1760 2.5245 -3.2961
71 H -2.7774 0.1197 -2.9049
72 H -0.9379 -0.5906 -1.4374



2.
The following is a quantum chemistry calculation of a structure of composition C38H26Cl2F3HfN4O4S2Sb in a non-equilibrium geometry, from OMol25.

Values from the calculation:
orbital gap	7.278	eV
energy above the lowest of the compared OMol25 structures with the same formula, charge and spin	38.8	kcal per mole
charge	0
LUMO level	-0.030	hartree

Element x y z (Å)
1 Hf -1.4301 1.0033 0.0875
2 N -0.7206 1.3989 2.3256
3 C 0.6530 1.9452 2.2951
4 C 1.1672 1.9507 0.8153
5 O 2.3537 1.8562 0.5219
6 O 0.1048 2.2154 -0.0204
7 H -1.2717 1.9917 2.9883
8 H -0.8169 0.4307 2.6812
9 H 1.3808 1.3783 2.8877
10 H 0.6070 2.9741 2.7068
11 S -2.2045 -1.2862 1.1490
12 C -1.1713 -1.8536 -0.1003
13 S -0.1450 -0.8557 -1.0713
14 C -1.2071 -3.1979 -0.4750
15 C -2.1102 -4.0921 0.1262
16 N -2.9039 -4.7818 0.6105
17 C -0.3474 -3.8526 -1.3468
18 N 0.4400 -4.3997 -2.0253
19 Cl -5.0059 3.2493 3.3140
20 C -5.4081 4.6123 2.2528
21 C -4.9905 5.8575 2.5651
22 C -5.2733 6.9204 1.7426
23 C -5.9955 6.7260 0.5743
24 C -6.3269 5.4299 0.1523
25 Cl -7.2082 5.3648 -1.3214
26 C -6.0112 4.2866 0.9374
27 N -6.2751 2.9886 0.5378
28 C -6.5609 2.4636 -0.7389
29 C -7.8125 1.7937 -0.8757
30 C -8.1160 1.1011 -2.0152
31 C -7.1179 0.8740 -3.0144
32 C -5.8430 1.3623 -2.8111
33 C -5.5896 2.2791 -1.7317
34 C -4.2887 3.0209 -1.7538
35 C -3.2873 2.3115 -0.9288
36 O -2.6674 1.3004 -1.5650
37 O -2.8703 2.6651 0.2242
38 H -4.3549 6.0410 3.4257
39 H -4.9808 7.9768 1.9809
40 H -6.2004 7.6121 0.0085
41 H -6.5374 2.3753 1.3176
42 H -8.6643 1.9832 -0.1712
43 H -9.1832 0.8826 -2.2318
44 H -7.3760 0.1867 -3.8833
45 H -4.9960 1.1973 -3.4834
46 H -4.2954 4.1205 -1.5340
47 H -3.8724 3.0096 -2.7358
48 F 6.3605 -1.6938 5.7173
49 C 5.8216 -2.0118 4.4498
50 C 6.7077 -1.9916 3.3424
51 C 6.2105 -2.1645 2.0445
52 C 4.8721 -2.4494 1.8836
53 C 4.0256 -2.5125 2.9702
54 C 4.4791 -2.3227 4.2830
55 Sb 3.8656 -2.2003 -0.0039
56 C 4.0138 -4.2812 -0.7349
57 C 3.4658 -4.5186 -2.0160
58 C 3.3638 -5.8096 -2.5559
59 C 3.9281 -6.8523 -1.7408
60 F 4.0093 -8.0738 -2.2977
61 C 4.4913 -6.5960 -0.4897
62 C 4.5183 -5.3188 0.0632
63 C 5.4019 -1.1579 -1.1723
64 C 6.1521 -1.7924 -2.1433
65 C 6.7200 -1.0004 -3.1819
66 C 6.6626 0.4101 -3.0811
67 F 7.1843 1.1189 -4.1324
68 C 5.9501 1.0664 -2.0580
69 C 5.2785 0.2273 -1.1463
70 H 7.7809 -1.8800 3.5068
71 H 6.9495 -2.1315 1.2604
72 H 2.9641 -2.8288 2.8340
73 H 3.7743 -2.3288 5.1226
74 H 2.9387 -3.6152 -2.4558
75 H 2.9482 -6.0683 -3.5238
76 H 4.9725 -7.3918 0.0764
77 H 4.8351 -5.1593 1.1128
78 H 6.2686 -2.8694 -2.0863
79 H 7.2280 -1.4014 -4.0594
80 H 5.9480 2.1401 -1.8944
81 H 4.6406 0.6422 -0.2868



3.
The following is a quantum chemistry calculation of a structure of composition C38H26N8O3SeW in a non-equilibrium geometry, from OMol25.

Values from the calculation:
orbital gap (alpha / beta)	4.648 / 4.494	eV
energy above the lowest of the compared OMol25 structures with the same formula, charge and spin	0.0	kcal per mole
charge	+2
LUMO level (alpha / beta)	-0.276 / -0.281	hartree

Element x y z (Å)
1 W 2.1345 -1.7060 -0.6552
2 O 4.9966 -0.0032 2.1039
3 C 4.0773 -0.6524 1.5848
4 N 3.8652 -1.0072 0.2387
5 C 5.0499 -1.0825 -0.4630
6 C 6.1644 -0.2983 -0.3107
7 C 7.2673 -0.5206 -1.1896
8 C 7.2592 -1.5382 -2.1324
9 C 6.1451 -2.3863 -2.2838
10 C 5.0380 -2.0665 -1.4756
11 N 3.8274 -2.7500 -1.4531
12 C 3.7010 -3.9386 -2.1694
13 O 4.5933 -4.4796 -2.8259
14 C 2.4431 -4.5906 -1.6999
15 C 2.0690 -5.8672 -1.9792
16 C 1.1329 -6.5787 -1.1517
17 C 0.5239 -5.7892 -0.1331
18 C 0.8292 -4.4676 0.0048
19 N 1.7429 -3.8236 -0.7994
20 C 2.8995 -1.1244 2.4002
21 C 2.7899 -0.8074 3.7519
22 C 1.6728 -1.1982 4.4803
23 C 0.6253 -1.8544 3.8430
24 C 0.7621 -1.9634 2.4723
25 N 1.8705 -1.7561 1.7548
26 H 6.2079 0.5496 0.4538
27 H 8.1504 0.1017 -1.0499
28 H 8.1001 -1.6302 -2.8239
29 H 6.0921 -3.1484 -2.9896
30 H 2.5210 -6.4576 -2.7687
31 H 1.0743 -7.6742 -1.0942
32 H -0.2463 -6.1757 0.5464
33 H 0.4214 -3.9103 0.7988
34 H 3.6699 -0.3213 4.1214
35 H 1.5581 -0.9312 5.5511
36 H -0.2834 -2.2201 4.2514
37 H -0.0471 -2.3435 1.8220
38 C -8.0108 7.5274 -0.5719
39 O -7.5646 6.8358 0.6085
40 C -6.6969 5.8169 0.4523
41 C -5.7293 5.7505 1.4476
42 C -4.7998 4.6935 1.4931
43 C -4.9013 3.6847 0.4907
44 C -5.9026 3.7741 -0.4552
45 C -6.8348 4.8050 -0.5494
46 C -3.9205 2.6644 0.3664
47 N -2.6766 2.9130 0.7754
48 C -1.9756 1.7864 0.5066
49 C -2.7346 0.8533 -0.2099
50 N -3.9999 1.3569 -0.2273
51 C -2.1549 -0.3184 -0.8072
52 C -2.7468 -1.2591 -1.7186
53 C -1.9764 -2.2420 -2.2457
54 C -0.6711 -2.4600 -1.8434
55 N -0.0670 -1.5598 -0.9817
56 C -0.7425 -0.4517 -0.5931
57 C 0.0457 0.5563 0.0244
58 N 1.3929 0.3895 -0.0929
59 C 2.1024 1.4201 0.3353
60 C 1.6100 2.4811 1.0319
61 C 0.2152 2.6674 1.1841
62 C -0.5542 1.6619 0.6148
63 H -8.7247 8.2355 -0.2430
64 H -8.5021 6.8257 -1.2673
65 H -7.1603 8.0573 -1.0499
66 H -5.6952 6.5344 2.2363
67 H -4.2375 4.4885 2.3753
68 H -5.8390 2.9994 -1.2446
69 H -7.5910 4.7521 -1.3213
70 H -4.8441 0.8997 -0.5847
71 H -3.8298 -1.1692 -1.8242
72 H -2.4330 -2.9686 -2.8698
73 H -0.1441 -3.3291 -2.1807
74 H 3.1649 1.4586 -0.0176
75 H 2.2817 3.2534 1.3393
76 H -0.2449 3.5488 1.5227
77 Se 2.3948 -0.5222 -2.6361